(1)
109
Properties=species:S:1:pos:R:3:forces:R:3:lowdin_charge:R:1 method="wB97M-V/def2-TZVPD" lumo_ev=-1.179 orbital_gap_ev=6.81
Pb 0.5150 0.9835 -1.1062 -0.1 0.0 -1.2 1.248
N 8.5980 7.7120 -0.7448 0.0 0.0 0.0 0.161
C 7.7570 6.9301 -0.6978 0.3 0.2 0.0 -0.184
C 6.6981 5.9710 -0.6309 -0.3 -0.3 0.0 -0.228
C 6.4967 5.0683 -1.6739 0.1 0.1 0.0 -0.008
C 5.4482 4.1692 -1.6118 -0.1 0.0 0.0 -0.008
C 4.5763 4.1695 -0.5251 0.1 0.1 0.1 -0.194
C 4.7952 5.0628 0.5214 0.0 -0.1 0.0 -0.016
C 5.8534 5.9509 0.4789 0.1 0.1 0.0 -0.011
C 3.4079 3.2479 -0.5119 -0.1 -0.2 0.0 -0.039
C 3.7076 1.8824 -0.5285 0.2 0.2 0.1 -0.260
C 5.0073 1.3268 -0.3422 -0.1 -0.1 0.0 -0.014
C 4.8822 -0.0381 -0.4434 0.1 0.0 0.0 -0.057
C 3.5202 -0.2907 -0.6970 -0.2 -0.1 -0.1 -0.149
N 2.8153 0.8353 -0.7345 0.0 0.0 0.2 -0.094
C 2.1471 3.8681 -0.5192 0.0 0.3 0.0 -0.267
C 1.9104 5.2678 -0.6413 0.0 -0.1 0.0 -0.022
C 0.5459 5.4501 -0.6333 0.0 0.1 0.0 -0.070
C -0.0143 4.1669 -0.5097 0.0 -0.1 0.0 -0.186
N 0.9211 3.2226 -0.4446 0.3 0.2 0.5 -0.136
H 7.1584 5.0808 -2.5289 0.0 0.0 0.0 0.123
H 5.2860 3.4704 -2.4218 0.0 0.0 0.0 0.131
H 4.1285 5.0545 1.3736 0.0 0.0 0.0 0.130
H 6.0267 6.6389 1.2949 0.0 0.0 0.0 0.122
H 5.9048 1.8842 -0.1300 0.0 0.0 0.0 0.114
H 5.6535 -0.7839 -0.3456 0.0 0.0 0.0 0.101
H 3.0460 -1.2494 -0.8657 0.0 0.0 0.0 0.114
H 2.6646 6.0279 -0.7531 0.0 0.0 0.0 0.110
H 0.0023 6.3761 -0.7202 0.0 0.0 0.0 0.096
H -1.0644 3.9050 -0.4844 0.0 0.0 0.0 0.097
C -2.5744 -4.8217 3.9332 0.1 0.3 0.1 -0.405
S -2.4411 -3.2983 4.9131 -0.2 -0.1 0.0 0.796
C -3.5921 -2.1885 4.0243 0.3 -0.1 0.1 -0.469
C -2.8858 -1.1619 3.1495 0.0 0.0 -0.1 -0.236
C -2.0680 -1.8530 2.0545 -0.1 0.2 0.3 -0.248
N -1.4258 -0.9621 1.0806 0.3 0.1 -0.5 -0.435
P -2.1926 -0.3764 -0.3431 -0.8 -0.1 0.7 0.966
C -3.6187 0.5405 0.3886 0.1 0.1 -0.3 -0.354
C -4.9440 0.1213 0.4414 0.0 0.0 0.0 -0.098
C -5.9188 0.9499 0.9805 -0.1 0.0 0.0 -0.075
C -5.5808 2.2001 1.4761 0.0 0.0 0.0 -0.082
C -4.2607 2.6279 1.4298 0.0 0.1 0.1 -0.075
C -3.2940 1.8054 0.8786 0.0 -0.1 -0.1 -0.118
C -3.0277 -1.7975 -1.1178 0.3 0.1 -0.1 -0.356
C -3.9806 -1.4981 -2.0941 0.1 0.0 0.0 -0.116
C -4.5005 -2.4987 -2.8991 0.0 0.0 -0.1 -0.076
C -4.0671 -3.8079 -2.7443 0.0 0.0 0.0 -0.081
C -3.1301 -4.1161 -1.7689 -0.1 -0.1 -0.1 -0.068
C -2.6071 -3.1150 -0.9647 0.1 0.0 -0.1 -0.093
P 0.1288 -0.3127 1.3017 -0.5 -0.5 0.9 0.929
C 0.0041 0.3959 2.9871 0.2 0.1 -0.2 -0.341
C -0.4122 1.7158 3.1339 0.1 -0.1 -0.1 -0.093
C -0.6637 2.2323 4.3954 -0.1 0.1 0.0 -0.071
C -0.4912 1.4356 5.5177 0.0 0.0 0.0 -0.073
C -0.0555 0.1247 5.3800 0.0 0.0 0.0 -0.070
C 0.1915 -0.3951 4.1200 0.1 0.1 0.0 -0.106
C 1.3469 -1.6244 1.5819 0.1 0.2 -0.1 -0.368
C 2.5536 -1.1960 2.1427 -0.1 0.0 0.0 -0.124
C 3.5985 -2.0853 2.3134 0.0 0.0 0.0 -0.080
C 3.4513 -3.4051 1.9063 0.0 0.0 0.0 -0.071
C 2.2598 -3.8299 1.3392 0.0 -0.1 0.0 -0.060
C 1.2067 -2.9426 1.1731 -0.1 0.0 0.0 -0.081
H -2.2294 -5.6337 4.5688 0.0 0.0 0.0 0.027
H -1.9543 -4.7707 3.0397 0.0 -0.1 -0.1 0.021
H -3.6161 -4.9883 3.6681 0.0 -0.1 0.0 0.034
H -4.1761 -1.6897 4.7963 -0.1 0.0 -0.1 0.070
H -4.2588 -2.8214 3.4361 -0.1 0.0 0.0 0.076
H -2.2414 -0.5436 3.7710 -0.1 0.0 0.0 0.084
H -3.6309 -0.5084 2.6936 0.0 0.0 0.0 0.097
H -2.7404 -2.5211 1.5109 0.1 -0.1 0.0 0.103
H -1.2844 -2.4551 2.5238 -0.1 -0.1 0.0 0.085
H -5.2155 -0.8569 0.0654 0.0 0.0 0.0 0.102
H -6.9507 0.6235 1.0108 0.0 0.0 0.0 0.105
H -6.3458 2.8417 1.8931 0.0 0.0 0.0 0.104
H -3.9944 3.6069 1.8081 0.0 0.0 0.0 0.105
H -2.2614 2.1359 0.8190 0.0 0.1 0.0 0.064
H -4.2925 -0.4686 -2.2316 0.0 0.0 -0.1 0.110
H -5.2266 -2.2583 -3.6659 0.0 0.0 0.0 0.107
H -4.4514 -4.5843 -3.3935 0.0 0.0 0.0 0.104
H -2.7932 -5.1381 -1.6509 0.0 0.0 0.0 0.108
H -1.8345 -3.3577 -0.2475 0.0 0.0 0.0 0.090
H -0.5321 2.3373 2.2539 0.0 0.1 0.0 0.083
H -0.9974 3.2559 4.5060 0.0 0.0 0.0 0.106
H -0.6923 1.8374 6.5021 0.0 0.0 0.0 0.106
H 0.0774 -0.5001 6.2534 0.0 0.0 0.0 0.110
H 0.5165 -1.4220 4.0181 0.0 0.0 0.0 0.109
H 2.6609 -0.1602 2.4461 0.1 0.0 0.0 0.116
H 4.5292 -1.7477 2.7501 0.0 0.0 0.0 0.108
H 4.2752 -4.0976 2.0206 0.0 0.0 0.0 0.105
H 2.1537 -4.8540 1.0078 0.0 0.0 0.0 0.111
H 0.2918 -3.2725 0.7023 0.0 0.0 -0.1 0.094
O 1.3673 -3.2405 -2.0678 0.0 -0.1 0.0 0.042
C 0.5640 -2.3349 -2.2531 0.1 0.2 0.2 -0.616
O 0.1467 -1.4940 -1.3770 0.2 -0.2 -0.4 -0.324
C 0.0210 -2.1553 -3.6749 -0.1 0.0 0.2 -0.078
C -0.6919 -1.0262 -4.0382 -0.2 0.2 0.0 0.051
C -1.1656 -0.8939 -5.3347 0.3 -0.5 0.2 -0.115
C -0.9352 -1.8599 -6.2936 -0.1 0.0 -0.2 0.087
C -0.2169 -2.9805 -5.9140 -0.1 0.4 0.4 -0.109
C 0.2607 -3.1395 -4.6241 0.1 -0.2 -0.1 0.086
N 0.0321 -4.0219 -6.9169 0.0 -0.3 -0.2 -0.350
O -0.4298 -3.8527 -8.0299 0.1 0.0 0.2 0.082
O 0.6806 -4.9903 -6.5742 -0.1 0.1 0.0 0.090
N -1.9451 0.2914 -5.6921 -0.2 0.3 0.0 -0.346
O -2.2885 0.4183 -6.8504 0.1 0.0 0.1 0.090
O -2.2128 1.0763 -4.7986 0.1 -0.1 -0.1 0.072
H -0.8880 -0.2383 -3.3262 -0.1 -0.1 0.1 0.059
H -1.3112 -1.7509 -7.2988 0.0 0.0 0.0 0.132
H 0.8238 -4.0192 -4.3449 0.0 0.0 0.0 0.134


(2)
113
Properties=species:S:1:pos:R:3:forces:R:3:lowdin_charge:R:1 method="wB97M-V/def2-TZVPD" multiplicity=3 lumo_ev="-1.785 / -1.775" orbital_gap_ev="4.08 / 5.54"
W -0.9878 0.0950 0.6110 0.1 0.3 0.0 2.087
C -10.5927 -6.3049 -6.5938 0.0 0.0 0.0 -0.076
O -9.4530 -6.9210 -6.0182 0.0 0.0 0.0 -0.075
C -8.6280 -6.1489 -5.2726 0.0 0.0 0.0 -0.280
C -8.8252 -4.7927 -5.0290 0.0 0.0 0.0 -0.005
C -7.9165 -4.0985 -4.2462 0.0 0.0 0.0 -0.009
C -6.8086 -4.7341 -3.6984 0.0 0.0 0.0 -0.160
C -6.6188 -6.0926 -3.9584 0.0 0.0 0.0 -0.029
C -7.5159 -6.7957 -4.7334 0.0 0.0 0.0 0.004
C -5.8790 -3.9607 -2.8748 0.1 0.0 0.0 -0.264
N -5.8285 -2.6529 -2.8169 0.0 0.0 0.0 0.193
C -4.8373 -2.3584 -1.9137 0.0 -0.1 0.0 -0.152
C -4.2688 -3.5324 -1.4206 0.0 0.0 0.0 -0.119
N -4.9463 -4.5462 -2.0576 0.0 0.0 0.0 0.177
C -3.1709 -3.5399 -0.5215 0.0 0.0 0.0 -0.069
C -2.4237 -4.6202 -0.0285 0.0 0.0 0.0 0.024
C -1.3336 -4.3862 0.7794 0.0 0.0 0.0 -0.018
C -0.9498 -3.0746 1.0811 0.0 0.0 0.0 -0.062
N -1.6432 -2.0405 0.6291 0.0 0.1 -0.1 0.016
C -2.7560 -2.2599 -0.1231 0.0 0.1 0.0 -0.140
C -3.3998 -1.0763 -0.5430 0.0 -0.3 0.0 -0.182
N -2.8714 0.0435 0.0274 0.0 0.1 -0.1 -0.065
C -3.4249 1.3637 -0.2838 -0.1 0.0 0.2 -0.147
C -4.2838 1.3405 -1.5099 0.0 -0.1 0.0 0.041
C -4.7828 0.2136 -2.0334 0.0 0.0 0.0 0.009
C -4.3865 -1.0760 -1.4954 0.0 0.0 0.0 -0.053
H -11.1083 -7.0859 -7.1444 0.0 0.0 0.0 0.093
H -10.3060 -5.5057 -7.2813 0.0 0.0 0.0 0.097
H -11.2572 -5.9048 -5.8244 0.0 0.0 0.0 0.096
H -9.6773 -4.2703 -5.4377 0.0 0.0 0.0 0.105
H -8.0625 -3.0450 -4.0498 0.0 0.0 0.0 0.117
H -5.7499 -6.6150 -3.5752 0.0 0.0 0.0 0.106
H -7.3745 -7.8467 -4.9450 0.0 0.0 0.0 0.122
H -4.8624 -5.5308 -1.8805 0.0 0.0 0.0 0.150
H -2.6906 -5.6383 -0.2863 0.0 0.0 0.0 0.119
H -0.7498 -5.2034 1.1764 0.0 0.0 0.0 0.114
H -0.0912 -2.8503 1.6983 0.0 0.0 0.0 0.119
H -4.0538 1.6964 0.5547 0.0 0.0 0.0 0.180
H -4.5557 2.3053 -1.9197 0.0 0.0 0.0 0.128
H -5.4610 0.2385 -2.8750 0.0 0.0 0.0 0.116
C 5.6226 -1.6404 0.6119 0.0 0.0 0.0 -0.053
O 5.1233 -2.2283 -0.5872 0.0 0.0 0.0 -0.057
C 3.8433 -1.9883 -0.9143 0.1 0.0 0.0 -0.263
C 3.4101 -2.5717 -2.1221 0.0 0.0 -0.1 0.008
C 2.1321 -2.3580 -2.5502 0.0 0.0 0.0 -0.009
C 1.2239 -1.5861 -1.7938 0.0 0.0 0.1 -0.094
C -0.1162 -1.3145 -2.2322 0.0 0.0 0.0 -0.306
C -0.5878 -1.6823 -3.6086 -0.1 0.0 0.0 0.028
O -0.9607 -0.7777 -1.4975 0.0 -0.1 0.0 -0.061
C 1.6698 -1.0298 -0.5794 0.0 0.0 -0.1 -0.260
O 0.8932 -0.2764 0.1768 0.0 -0.2 0.1 -0.201
C 2.9849 -1.2218 -0.1477 0.0 0.0 0.0 0.066
H 6.6626 -1.9437 0.6773 0.0 0.0 0.0 0.096
H 5.0758 -2.0109 1.4810 0.0 0.0 0.0 0.102
H 5.5550 -0.5520 0.5734 0.0 0.0 0.0 0.071
H 4.1107 -3.1669 -2.6902 0.0 0.0 0.0 0.122
H 1.8090 -2.7999 -3.4829 0.0 0.0 0.0 0.115
H 0.1934 -1.6102 -4.3602 0.0 0.0 0.0 0.084
H -1.4207 -1.0327 -3.8683 0.0 0.0 0.0 0.100
H -0.9551 -2.7122 -3.5844 0.0 0.0 0.0 0.104
H 3.2835 -0.7385 0.7695 0.0 0.0 0.0 0.083
O -3.7200 5.5733 0.0987 0.0 0.0 0.0 0.056
C -3.1286 4.4906 0.2120 0.0 -0.1 0.0 -0.317
C -2.5352 3.7012 -0.8988 0.0 -0.1 0.1 -0.314
O -2.4096 3.9841 -2.0779 0.0 0.0 0.0 0.089
C -2.1797 2.3549 -0.2821 -0.1 0.1 -0.1 -0.340
C -1.8691 2.6696 1.1680 -0.1 0.0 0.1 -0.300
O -1.8954 1.3817 1.7374 0.0 0.0 -0.1 -0.198
C -2.8878 3.7703 1.4928 0.1 -0.1 0.0 -0.267
O -3.3189 4.0184 2.6038 0.0 0.0 0.0 0.112
O -1.0967 1.5500 -0.6911 -0.1 0.0 0.0 -0.187
C 0.1230 7.0383 3.3751 0.0 0.0 0.0 -0.042
C 0.0435 5.6788 2.7593 0.0 0.0 0.0 -0.187
C 0.1377 5.5313 1.3571 0.0 0.0 0.0 -0.013
C 0.0109 4.3317 0.7399 0.0 0.0 0.0 0.014
C -0.4009 3.1341 1.5081 0.1 0.0 0.0 -0.272
C -0.2542 3.2982 3.0064 0.0 -0.1 0.0 -0.120
N -0.2247 2.0747 3.7293 0.0 0.1 0.0 0.125
C -1.3468 1.5440 4.3721 0.0 -0.1 0.0 -0.179
C -2.2539 2.3766 5.0297 0.0 0.0 0.0 -0.014
C -3.3015 1.8484 5.7550 0.0 0.0 0.0 -0.059
C -3.4741 0.4734 5.8676 0.0 0.0 0.0 -0.085
C -2.6070 -0.3588 5.1915 0.0 0.0 0.0 -0.025
C -1.5668 0.1534 4.4102 0.0 0.0 0.1 -0.076
C -0.8420 -0.8684 3.6055 0.0 0.0 -0.1 -0.480
O -0.6832 -2.0087 3.9721 0.0 0.0 0.0 0.098
O -0.3900 -0.5085 2.3831 0.0 0.0 0.1 -0.231
C -0.0540 4.5138 3.5806 0.0 0.0 0.0 -0.175
C 0.1356 4.6486 5.0653 0.0 0.0 0.0 -0.029
H 0.1727 7.8094 2.6083 0.0 0.0 0.0 0.079
H 0.9986 7.1449 4.0222 0.0 0.0 0.0 0.082
H -0.7544 7.2384 3.9956 0.0 0.0 0.0 0.093
H 0.3132 6.4161 0.7567 0.0 0.0 0.0 0.123
H 0.0574 4.2454 -0.3407 0.0 0.0 0.0 0.135
H 0.9107 2.1221 0.3797 0.0 0.0 0.0 0.101
H 0.2677 1.3684 3.2006 0.0 0.0 0.0 0.110
H -2.1598 3.4463 4.9277 0.0 0.0 0.0 0.098
H -3.9965 2.5244 6.2370 0.0 0.0 0.0 0.109
H -4.2874 0.0621 6.4496 0.0 0.0 0.0 0.099
H -2.7326 -1.4328 5.2241 0.0 0.0 0.0 0.115
H 0.2113 3.6724 5.5379 0.0 0.0 0.0 0.078
H -0.6976 5.1873 5.5226 0.0 0.0 0.0 0.091
H 1.0425 5.2147 5.2866 0.0 0.0 0.0 0.082
C 3.4393 2.9616 2.8739 0.0 0.0 0.0 -0.403
S 4.0191 2.0101 1.4601 0.0 0.0 0.0 0.753
C 3.7443 3.2181 0.1525 0.0 0.1 0.0 -0.403
O 0.4461 1.9688 1.2140 0.0 -0.1 -0.1 -0.087
H 4.0740 3.8285 3.0534 0.0 0.0 0.0 0.040
H 3.4742 2.3080 3.7440 0.0 0.0 0.0 0.038
H 2.4077 3.2789 2.7209 0.0 0.0 0.0 0.015
H 4.4454 4.0489 0.2264 0.0 0.0 0.0 0.037
H 2.7293 3.6171 0.1987 0.0 0.0 0.0 0.014
H 3.8930 2.7159 -0.8022 0.0 0.0 0.0 0.033